(1)
81
Properties=species:S:1:pos:R:3:lowdin_charge:R:1 method="wB97M-V/def2-TZVPD" energy_ha=-3379.29172 orbital_gap_ev="3.9 / 8.4" multiplicity=2 e_homo_ev="0.07 / -4.52" charge=-2 mol_weight_da=720.637
N -0.269 -0.506 0.809 -0.4330
S -0.015 0.926 1.339 0.4888
O -0.101 2.029 0.323 -0.3843
O 0.881 1.053 2.521 -0.3208
F -1.457 1.092 1.935 -0.1899
S 1.164 -0.489 -0.147 0.4970
O 2.447 -0.204 0.479 -0.3573
O 0.986 -0.248 -1.549 -0.3413
F 1.241 -2.082 -0.171 -0.2229
C -0.942 -2.594 3.387 -0.7649
O -1.213 -3.355 4.298 -0.0067
N 0.012 -1.697 3.400 0.1589
N -1.662 -2.330 2.302 0.1680
H 0.039 -1.233 2.503 0.0333
H 0.776 -1.679 4.060 0.1277
H -2.573 -2.745 2.162 0.1141
H -1.272 -1.732 1.587 0.0167
C -0.284 -3.587 -3.888 -0.7837
O -1.397 -3.183 -4.243 0.0040
N 0.214 -3.173 -2.744 0.1581
N 0.535 -4.278 -4.620 0.1554
H -0.390 -2.684 -2.099 0.0556
H 1.183 -3.294 -2.484 0.0979
H 0.278 -4.598 -5.543 0.1149
H 1.416 -4.455 -4.160 0.1005
C 5.609 -0.879 -1.293 -0.7808
O 6.249 -1.042 -0.258 0.0319
N 4.312 -0.859 -1.443 0.1597
N 6.061 -0.562 -2.462 0.1319
H 3.887 -1.015 -0.541 0.0753
H 3.937 -1.123 -2.343 0.1067
H 5.404 -0.758 -3.203 0.0997
H 7.035 -0.410 -2.679 0.1093
C -2.921 -1.517 -0.894 -0.7621
O -3.964 -1.838 -1.443 0.0120
N -2.649 -0.392 -0.260 0.1782
N -1.891 -2.281 -0.821 0.1456
H -3.416 0.162 0.095 0.0893
H -1.727 -0.364 0.152 -0.0111
H -1.111 -1.850 -0.345 0.0438
H -2.167 -3.225 -0.591 0.1388
C -5.500 -0.223 2.317 -0.8004
O -5.268 -1.256 2.955 -0.0017
N -6.585 -0.011 1.733 0.1752
N -4.556 0.702 2.239 0.1745
H -6.649 0.870 1.243 0.1119
H -7.168 -0.763 1.395 0.1298
H -4.678 1.550 1.704 0.1050
H -3.699 0.666 2.773 0.0870
C 4.831 2.316 0.809 -0.8674
O 5.711 1.993 1.550 0.0415
N 4.990 2.726 -0.382 0.1663
N 3.617 2.413 1.187 0.1902
H 5.839 2.450 -0.854 0.1127
H 4.389 3.326 -0.929 0.1089
H 3.347 2.190 2.134 0.1209
H 2.950 2.846 0.564 0.1092
C 0.633 0.846 -4.929 -0.7377
O 1.091 1.390 -5.913 -0.0066
N 0.487 1.327 -3.744 0.1855
N 0.702 -0.513 -4.801 0.1413
H 0.446 0.592 -3.053 0.0511
H 0.302 2.306 -3.575 0.0893
H 1.288 -0.993 -5.469 0.0928
H 0.769 -0.917 -3.877 0.0550
C -2.034 0.542 5.865 -0.7465
O -2.094 1.191 4.803 0.0110
N -2.422 0.984 7.055 0.1330
N -1.442 -0.572 6.041 0.1872
H -2.755 1.933 7.139 0.1083
H -2.324 0.298 7.791 0.0907
H -1.303 -1.031 5.152 0.0906
H -1.428 -0.960 6.973 0.1155
C -0.739 4.679 -2.288 -0.8571
O -1.382 5.560 -2.780 0.0175
N -1.193 3.832 -1.436 0.1980
N 0.462 4.506 -2.708 0.1566
H -0.573 3.265 -0.876 0.0461
H -2.191 3.848 -1.283 0.1253
H 0.738 5.140 -3.443 0.1217
H 1.144 3.950 -2.212 0.1132

(2)
76
Properties=species:S:1:pos:R:3:lowdin_charge:R:1 method="wB97M-V/def2-TZVPD" energy_ha=-2365.72820 orbital_gap_ev=9.0 e_homo_ev=-8.97 mol_weight_da=686.404
Y 2.345 21.871 14.224 1.6114
F 2.125 24.163 13.772 -0.5897
F 3.251 20.680 12.377 -0.5252
F 2.916 20.305 15.766 -0.4841
C 1.050 18.479 13.650 -0.7682
O 0.907 19.709 13.844 -0.0634
N 0.576 17.855 12.619 0.1787
N 1.698 17.672 14.332 0.2173
H 0.666 16.855 12.506 0.1193
H 0.051 18.413 11.961 0.1205
H 1.878 16.745 13.974 0.1370
H 2.089 18.106 15.156 0.0999
C 0.993 20.093 18.585 -0.8251
O 0.153 20.281 19.458 0.0084
N 2.229 20.482 18.653 0.1548
N 0.832 19.441 17.499 0.1909
H 2.697 20.510 17.758 0.0637
H 2.642 20.988 19.423 0.1165
H -0.097 19.117 17.268 0.1351
H 1.589 19.455 16.831 0.0505
C 0.139 22.428 11.489 -0.7444
O 0.726 22.007 12.470 -0.0632
N -0.607 21.783 10.670 0.1900
N 0.278 23.670 11.115 0.1863
H -0.889 22.093 9.751 0.1279
H -0.880 20.857 10.967 0.1170
H 0.699 24.139 11.904 0.0986
H -0.469 24.148 10.631 0.1167
C 2.675 16.586 18.922 -0.7938
O 2.662 15.387 18.995 0.0508
N 2.452 17.415 19.940 0.1667
N 3.070 17.268 17.912 0.1664
H 2.680 18.395 19.848 0.0760
H 2.392 16.954 20.837 0.1166
H 3.406 16.762 17.105 0.1220
H 3.238 18.261 17.987 0.0690
C 5.122 17.685 11.160 -0.7761
O 6.041 16.912 11.171 0.0424
N 3.842 17.340 11.113 0.1589
N 5.251 18.952 11.481 0.1345
H 3.235 18.108 11.362 0.0780
H 3.529 16.389 11.243 0.1068
H 6.170 19.368 11.543 0.1266
H 4.410 19.471 11.692 0.0368
C 5.825 22.367 14.024 -0.7106
O 4.620 22.305 14.262 -0.0863
N 6.825 22.050 14.825 0.2052
N 6.177 22.912 12.929 0.2088
H 6.634 21.294 15.467 0.1001
H 7.739 22.398 14.570 0.1259
H 7.103 22.795 12.543 0.1275
H 5.486 23.422 12.397 0.1437
C -0.789 22.173 15.752 -0.7643
O 0.347 22.315 15.412 -0.0220
N -1.151 22.278 16.974 0.2044
N -1.735 21.629 15.050 0.1977
H -2.146 22.205 17.128 0.1281
H -0.406 22.495 17.621 0.1288
H -2.478 21.216 15.596 0.1167
H -1.614 21.392 14.076 0.1170
C 3.573 23.136 17.348 -0.8187
O 3.005 23.036 16.329 0.0207
N 3.019 23.320 18.460 0.1790
N 4.873 23.002 17.527 0.1994
H 2.103 23.743 18.512 0.1424
H 3.696 23.725 19.090 0.1203
H 5.385 22.738 16.697 0.0852
H 5.263 23.063 18.456 0.1149
C 6.131 18.739 15.319 -0.7562
O 7.306 18.514 14.942 -0.0197
N 5.749 18.899 16.529 0.1707
N 5.146 19.033 14.468 0.1840
H 6.204 18.999 17.425 0.1293
H 4.791 19.220 16.516 0.0632
H 4.288 19.336 14.905 0.0389
H 5.249 18.976 13.465 0.0668

(3)
64
Properties=species:S:1:pos:R:3:lowdin_charge:R:1 method="wB97M-V/def2-TZVPD" energy_ha=-1589.28319 de_lowest_kcal_mol=68.51 orbital_gap_ev=8.8 e_homo_ev=-9.13 smiles="NC(N)=O.NC(N)=O.NC(N)=O.NC(N)=O.NC(N)=O.CO.CO.CO.CO" mol_weight_da=428.448
C -24.692 9.222 23.816 -0.1524
O -25.899 8.530 24.113 -0.1189
H -24.878 10.293 23.745 0.0851
H -23.867 9.036 24.503 0.0498
H -24.444 8.985 22.781 0.0718
H -25.840 7.627 23.794 0.0665
C -24.059 6.548 26.497 -0.1188
O -22.840 7.295 26.560 -0.1369
H -24.210 5.933 25.610 0.0703
H -24.196 5.939 27.390 0.0917
H -24.897 7.202 26.255 0.0722
H -22.341 6.862 27.256 0.0862
C -19.460 14.085 25.393 -0.1415
O -19.853 12.756 25.181 -0.1445
H -18.506 14.269 24.898 0.0846
H -20.197 14.853 25.160 0.0857
H -19.374 14.165 26.476 0.0829
H -20.634 12.699 24.627 0.0932
C -22.837 5.988 21.274 -0.1705
O -21.668 5.359 21.649 -0.1220
H -23.357 6.388 22.145 0.0591
H -22.535 6.836 20.659 0.0837
H -23.575 5.397 20.732 0.0857
H -21.822 4.672 22.302 0.0881
C -20.743 8.427 24.009 -0.7362
O -19.856 8.930 23.318 -0.0166
N -21.328 9.026 25.018 0.1854
N -21.398 7.350 23.662 0.2017
H -21.029 9.965 25.237 0.1057
H -21.862 8.516 25.707 0.0564
H -22.047 6.989 24.348 0.0942
H -21.076 6.759 22.909 0.0713
C -19.227 5.858 26.907 -0.7634
O -19.487 7.041 26.674 0.0029
N -18.763 5.521 28.050 0.1861
N -19.589 4.892 26.078 0.1785
H -18.563 4.535 28.140 0.1191
H -18.413 6.244 28.662 0.1332
H -20.027 5.134 25.201 0.1048
H -19.221 3.961 26.215 0.1104
C -18.039 6.654 21.141 -0.7719
O -17.580 6.002 20.203 0.0079
N -19.016 7.549 21.069 0.1696
N -17.617 6.523 22.349 0.1642
H -19.381 8.050 21.866 0.0299
H -19.428 7.761 20.171 0.0876
H -18.247 6.788 23.092 0.0980
H -16.672 6.183 22.455 0.1223
C -19.670 10.838 28.397 -0.8618
O -20.003 11.749 29.108 0.0346
N -19.370 10.977 27.184 0.1912
N -19.678 9.617 28.798 0.1710
H -19.002 10.153 26.732 0.1156
H -19.487 11.842 26.675 0.0712
H -19.405 8.897 28.143 0.0687
H -19.743 9.442 29.790 0.1199
C -21.889 9.761 19.997 -0.7716
O -23.041 9.647 19.522 -0.0108
N -20.836 9.679 19.271 0.1568
N -21.608 9.941 21.266 0.1861
H -21.020 9.177 18.414 0.1272
H -19.855 9.806 19.474 0.1151
H -22.283 9.875 22.014 0.1025
H -20.623 10.077 21.439 0.0922

(4)
72
Properties=species:S:1:pos:R:3:lowdin_charge:R:1 method="wB97M-V/def2-TZVPD" energy_ha=-2027.68846 de_lowest_kcal_mol=21.23 orbital_gap_ev=8.9 e_homo_ev=-8.79 smiles="NC(N)=O.NC(N)=O.NC(N)=O.NC(N)=O.NC(N)=O.NC(N)=O.NC(N)=O.NC(N)=O.NC(N)=O" mol_weight_da=540.504
C -1.555 -0.442 -2.419 -0.6962
O -2.673 -0.630 -1.984 0.0266
N -0.710 -1.477 -2.755 0.1433
N -1.024 0.801 -2.600 0.1630
H 0.293 -1.414 -2.801 0.0430
H -1.045 -2.334 -2.342 0.0921
H -0.108 0.928 -2.992 0.0900
H -1.415 1.572 -2.088 0.0591
C 3.430 3.186 1.616 -0.6599
O 2.405 2.560 1.365 -0.0095
N 4.469 2.629 2.303 0.1682
N 3.538 4.527 1.413 0.1646
H 4.425 1.644 2.484 0.1104
H 5.038 3.281 2.809 0.0987
H 4.351 5.106 1.512 0.1029
H 2.662 5.022 1.389 0.1098
C -0.092 -0.555 0.839 -0.6451
O -0.783 -1.554 0.996 0.0086
N -0.178 0.542 1.617 0.1842
N 0.946 -0.474 -0.036 0.1904
H 0.343 1.389 1.462 0.0618
H -0.992 0.677 2.194 0.0971
H 1.180 -1.387 -0.382 0.0581
H 1.573 0.306 -0.019 0.0636
C -4.092 -2.857 2.158 -0.6685
O -4.607 -1.755 2.157 0.0109
N -2.744 -3.068 2.307 0.1539
N -4.822 -4.022 2.148 0.1424
H -2.188 -2.231 2.167 0.0574
H -2.352 -3.953 2.040 0.0891
H -4.336 -4.895 2.194 0.0887
H -5.818 -3.914 2.134 0.0959
C -3.741 2.099 3.502 -0.6883
O -2.717 2.613 3.936 -0.0070
N -4.777 2.770 2.909 0.1508
N -3.971 0.763 3.644 0.1637
H -5.421 2.160 2.437 0.0977
H -4.569 3.693 2.583 0.0844
H -3.247 0.193 4.035 0.1038
H -4.842 0.379 3.328 0.0778
C 0.819 -5.441 -0.056 -0.6842
O 0.450 -6.151 0.867 0.0110
N 0.602 -4.101 -0.093 0.1733
N 1.487 -5.958 -1.143 0.1476
H -0.068 -3.668 0.520 0.0767
H 0.889 -3.605 -0.926 0.0449
H 2.023 -5.314 -1.700 0.0551
H 1.730 -6.929 -1.106 0.0973
C 2.987 2.545 -2.484 -0.6813
O 3.293 2.242 -3.621 0.0217
N 3.181 1.725 -1.400 0.1529
N 2.308 3.677 -2.139 0.1570
H 3.779 0.926 -1.488 0.1003
H 2.800 1.973 -0.495 0.0326
H 2.205 4.460 -2.755 0.1005
H 1.748 3.701 -1.303 0.0699
C 2.953 -2.981 -2.754 -0.6426
O 2.033 -2.465 -2.134 -0.0096
N 3.039 -2.889 -4.118 0.1713
N 3.960 -3.694 -2.174 0.1642
H 3.833 -3.295 -4.578 0.0964
H 2.187 -2.745 -4.631 0.1136
H 4.678 -4.115 -2.733 0.1014
H 3.996 -3.812 -1.176 0.1147
C -1.723 4.100 -0.498 -0.6674
O -0.953 3.457 -1.204 -0.0011
N -2.611 5.000 -0.998 0.1598
N -1.796 3.830 0.829 0.1789
H -3.423 5.227 -0.453 0.0947
H -2.662 4.947 -2.001 0.1092
H -2.530 4.157 1.428 0.0774
H -1.048 3.318 1.256 0.0867

(5)
73
Properties=species:S:1:pos:R:3:lowdin_charge:R:1 method="wB97M-V/def2-TZVPD" energy_ha=-3038.23105 orbital_gap_ev="5.9 / 8.6" multiplicity=6 e_homo_ev="-5.71 / -8.50" mol_weight_da=581.493
Cr -1.579 -1.982 1.545 0.6143
C 0.402 0.298 0.350 -0.2609
O 0.111 -0.588 1.430 -0.4732
H -0.566 0.456 -0.126 0.0387
H 0.749 1.314 0.538 0.0496
H 0.997 -0.224 -0.400 0.0371
C 3.145 1.861 -2.192 -0.8306
O 3.158 1.274 -3.230 0.0509
N 2.204 2.593 -1.669 0.1837
N 4.242 2.071 -1.581 0.1637
H 1.235 2.682 -1.939 0.0776
H 2.433 2.836 -0.716 0.0955
H 4.100 2.598 -0.731 0.1047
H 5.107 1.637 -1.871 0.1335
C -3.361 -0.869 -1.085 -0.7816
O -2.518 -1.371 -0.373 -0.0799
N -4.170 0.032 -0.713 0.2069
N -3.495 -1.250 -2.324 0.2108
H -4.156 0.278 0.266 0.1303
H -4.656 0.518 -1.453 0.1195
H -2.916 -1.859 -2.884 0.0931
H -4.124 -0.682 -2.874 0.1119
C -0.176 -1.699 -3.563 -0.7568
O -1.134 -2.148 -4.166 -0.0038
N 0.832 -1.044 -4.026 0.1997
N -0.144 -1.796 -2.234 0.1853
H 1.111 -0.829 -4.973 0.1296
H 1.556 -0.767 -3.378 0.0647
H -0.954 -2.207 -1.793 0.0867
H 0.542 -1.231 -1.755 0.0606
C -3.715 3.626 0.609 -0.7175
O -4.594 2.920 0.026 -0.0352
N -2.478 3.387 0.821 0.1884
N -4.023 4.751 1.241 0.1459
H -2.017 2.606 0.375 0.1017
H -2.005 4.044 1.425 0.1225
H -3.214 5.288 1.518 0.0985
H -4.875 5.277 1.106 0.1185
C 3.119 -1.991 3.675 -0.7322
O 4.039 -2.822 4.080 -0.0719
N 3.004 -0.753 3.940 0.1731
N 2.283 -2.319 2.736 0.1657
H 3.373 -0.318 4.773 0.1322
H 2.448 -0.276 3.244 0.0958
H 1.677 -1.642 2.295 0.0549
H 2.310 -3.276 2.415 0.1174
C -0.688 -2.484 4.610 -0.7840
O -0.885 -2.540 3.421 -0.0847
N -1.032 -3.437 5.381 0.2078
N -0.133 -1.463 5.158 0.2196
H -0.617 -3.451 6.302 0.1293
H -1.585 -4.169 4.960 0.1392
H 0.432 -1.681 5.966 0.1271
H 0.269 -0.748 4.568 0.0726
C -1.525 3.159 -2.641 -0.7666
O -0.693 3.513 -1.861 0.0331
N -2.423 2.196 -2.513 0.1932
N -1.655 3.814 -3.770 0.1667
H -3.020 1.940 -3.287 0.1133
H -2.326 1.651 -1.668 0.0815
H -2.261 3.359 -4.437 0.1051
H -0.984 4.520 -4.037 0.1256
C 3.045 -2.831 -1.865 -0.8409
O 3.295 -1.824 -2.393 0.0764
N 2.765 -2.952 -0.581 0.1782
N 3.301 -3.960 -2.447 0.1732
H 2.682 -2.081 -0.077 0.0981
H 2.723 -3.847 -0.116 0.1059
H 3.646 -3.771 -3.377 0.1248
H 3.190 -4.870 -2.021 0.1129
O 0.369 1.215 3.843 -0.0621
H -0.164 0.670 3.264 0.0019
H 0.971 1.673 3.257 0.0329

(6)
31
Properties=species:S:1:pos:R:3:lowdin_charge:R:1 method="wB97M-V/def2-TZVPD" energy_ha=-2194.49292 orbital_gap_ev=4.8 e_homo_ev=-9.75 mol_weight_da=443.979
O 5.241 -0.232 2.029 0.0828
C 4.814 0.127 0.810 -0.1675
O 4.371 -0.985 -0.095 0.0212
C 4.778 1.647 0.198 -0.1101
F 4.242 1.598 -1.182 0.0403
F 6.217 2.100 0.125 0.0391
C 3.949 2.741 1.093 -0.0906
F 4.772 3.244 2.247 0.0575
F 3.759 3.948 0.203 0.0373
C 2.447 2.273 1.555 -0.1393
F 2.440 1.204 2.612 0.0103
F 1.825 3.476 2.224 0.0378
C 1.444 1.842 0.332 -0.3148
O 1.381 2.461 -0.877 0.0627
S 0.199 0.409 0.542 1.1174
H 3.359 -0.864 -0.129 0.1257
H 0.678 -0.533 1.467 0.0466
H -1.023 0.998 0.977 0.0629
B -4.222 -1.959 -1.087 -0.9154
O -4.302 -0.699 -0.342 0.2758
C -3.254 -0.674 0.494 -0.3824
O -3.017 0.241 1.265 0.0967
C -2.474 -1.873 0.336 -0.3893
O -1.458 -2.155 0.950 0.0923
O -3.028 -2.657 -0.600 0.2720
O -5.426 -2.769 -0.877 0.2426
C -5.977 -2.967 -2.083 -0.3810
O -7.000 -3.605 -2.272 0.1579
C -5.184 -2.318 -3.095 -0.3816
O -5.417 -2.309 -4.293 0.1560
O -4.132 -1.710 -2.529 0.2369